i.
This record from the OMol25 dataset describes one molecule with the formula C4H4O2S. The level of theory is wB97M-V/def2-TZVPD.

Structure (XYZ):
```
11
C4H4O2S wB97M-V/def2-TZVPD
O -2.86 -0.59 -0.08
C -1.92 0.13 -0.30
C -0.60 -0.09 0.62
O 0.21 1.01 0.41
C 1.32 0.67 -0.14
C 1.68 -0.64 -0.25
S 0.29 -1.61 0.13
H -1.85 0.85 -1.12
H -0.88 -0.22 1.65
H 1.92 1.57 -0.41
H 2.70 -1.08 -0.51
```

* gap between HOMO and LUMO: 8.37 eV
* highest occupied orbital energy: -7.7 eV
* E_LUMO: 0.6239 eV
* structure (SMILES): O=C[C@@H]1OC=CS1


ii.
This record from the OMol25 dataset describes one molecule with the formula C4H4O2S. The level of theory is wB97M-V/def2-TZVPD.

Structure (XYZ):
```
11
C4H4O2S wB97M-V/def2-TZVPD
C -0.21 1.58 -0.16
C -0.07 0.26 0.03
C -1.21 -0.63 0.29
S -2.77 -0.34 -0.01
C 1.34 -0.30 0.04
O 2.31 0.38 0.24
O 1.46 -1.61 -0.22
H 0.66 2.21 -0.28
H -1.21 2.04 -0.17
H -0.94 -1.60 0.78
H 0.64 -1.99 -0.54
```

* gap between HOMO and LUMO: 7.89 eV
* highest occupied orbital energy: -9.4 eV
* E_LUMO: -1.4759 eV
* structure (SMILES): C=C(C=S)C(=O)O


What should be chosen as the least stable of them? Choose i.